No. 1
{
  "formula": "C5H10O",
  "method": "ωB97M-V/def2-TZVPD",
  "energy_ev": -7394.7572,
  "orbital_gap_ev": 10.5,
  "relative_energy_kj_mol": 0.8,
  "charge": 0,
  "lumo_ha": 0.036,
  "spin_multiplicity": 1,
  "species": ["C", "C", "O", "C", "C", "C", "H", "H", "H", "H", "H", "H", "H", "H", "H", "H"],
  "positions_angstrom": [[2.1219, -0.3208, -0.2247], [0.8703, 0.5229, -0.3556], [0.9339, 1.7178, -0.5549], [-0.4715, -0.1917, -0.2014], [-1.6034, 0.6393, -0.7970], [-0.7149, -0.4853, 1.2881], [2.1428, -0.8431, 0.7383], [2.1433, -1.0877, -1.0077], [3.0033, 0.3168, -0.3127], [-0.4009, -1.1549, -0.7272], [-1.4832, 0.7559, -1.8787], [-1.6096, 1.6407, -0.3572], [-2.5718, 0.1641, -0.6074], [-0.6923, 0.4419, 1.8722], [0.0318, -1.1710, 1.7026], [-1.6996, -0.9449, 1.4232]],
  "forces_ev_per_angstrom": [[0.07, 0.02, 0.00], [0.03, 0.22, -0.04], [0.00, -0.45, 0.07], [-0.03, -0.01, -0.04], [-0.05, 0.03, -0.03], [0.01, -0.02, 0.09], [-0.04, 0.07, -0.14], [-0.04, 0.11, 0.10], [-0.12, -0.09, 0.01], [0.02, 0.13, 0.06], [0.00, 0.00, 0.16], [-0.02, -0.14, -0.04], [0.15, 0.05, -0.02], [-0.02, -0.11, -0.09], [-0.10, 0.12, -0.06], [0.15, 0.06, -0.03]],
  "nbo_charge": [-0.723, 0.608, -0.545, -0.324, -0.603, -0.598, 0.229, 0.230, 0.237, 0.207, 0.215, 0.225, 0.205, 0.213, 0.208, 0.216]
}

***

No. 2
{
  "formula": "C9H16N3O2S",
  "method": "ωB97M-V/def2-TZVPD",
  "energy_ev": -28981.9107,
  "orbital_gap_ev": [6.1, 7.9],
  "relative_energy_kj_mol": 245.6,
  "charge": 1,
  "lumo_ha": [-0.200, -0.168],
  "spin_multiplicity": 1,
  "species": ["C", "C", "C", "C", "C", "C", "C", "C", "C", "N", "N", "N", "O", "O", "S", "H", "H", "H", "H", "H", "H", "H", "H", "H", "H", "H", "H", "H", "H", "H", "H"],
  "positions_angstrom": [[-2.1139, 0.1168, -1.1670], [-3.1162, -0.3747, -0.3599], [-1.3830, -1.6350, -0.0563], [3.2238, 1.0725, 0.2335], [2.3921, 0.8535, -1.0683], [2.1624, 0.7527, 1.3408], [1.0203, 0.5322, -0.5400], [-0.4201, -2.6117, 0.5054], [0.2740, -0.4814, -1.4782], [-1.0119, -0.7839, -0.9981], [-2.6768, -1.4259, 0.2907], [-5.9194, 1.8542, 0.6143], [-6.7787, -0.5055, 0.5416], [1.0223, 0.0896, 0.8329], [-6.1395, 0.5333, -0.3044], [-2.1168, 0.9311, -1.7576], [4.0311, 0.4199, 0.1500], [3.6832, 1.9905, 0.3532], [2.4117, 1.6248, -1.8465], [2.8131, -0.0898, -1.5104], [2.6440, 0.0898, 2.1248], [1.8200, 1.6409, 1.8179], [0.2860, 1.4565, -0.6929], [0.2035, -3.1096, -0.3400], [0.1719, -2.0414, 1.2312], [-0.9944, -3.6098, 0.9341], [0.7942, -1.5177, -1.5705], [0.2053, 0.0772, -2.4656], [-3.1580, -2.1233, 1.0248], [-5.3680, 2.6464, 0.2273], [-5.6632, 1.6926, 1.6244]],
  "forces_ev_per_angstrom": [[-0.69, -3.90, 2.81], [-2.28, 3.28, -1.85], [0.94, -1.46, -0.21], [-2.89, -0.98, -0.63], [1.07, -1.20, 0.33], [2.41, -1.09, 1.74], [-3.69, 0.63, -1.50], [-0.98, -3.53, -0.30], [2.72, -0.82, -0.55], [-3.54, 2.12, 0.78], [1.18, -4.06, 2.76], [1.11, 0.47, 1.29], [1.16, 1.78, -1.36], [0.94, 0.36, -2.52], [0.16, -1.74, 1.46], [0.26, 2.33, -2.04], [1.17, -1.52, 0.53], [0.34, 2.26, 0.23], [-0.08, -0.05, 0.45], [-0.43, 0.85, 0.03], [-0.74, 0.75, -0.73], [-0.06, 0.93, 0.42], [1.55, -1.25, 0.91], [-0.77, 1.24, 1.51], [0.17, -0.80, -0.05], [1.39, 2.85, -0.59], [-0.32, 2.07, -0.16], [-0.01, -1.19, 1.00], [1.21, 2.49, -2.40], [-0.66, -0.90, 0.02], [-0.65, 0.09, -1.36]],
  "nbo_charge": [-0.194, 0.032, 0.439, -0.421, -0.444, -0.074, 0.103, -0.690, -0.231, -0.301, -0.552, -1.013, -0.778, -0.540, 1.418, 0.225, 0.216, 0.225, 0.242, 0.209, 0.199, 0.181, 0.165, 0.256, 0.283, 0.250, 0.225, 0.241, 0.465, 0.432, 0.435]
}

***

No. 3
{
  "formula": "C2H7N5O",
  "method": "ωB97M-V/def2-TZVPD",
  "energy_ev": -11681.8004,
  "orbital_gap_ev": 9.4,
  "relative_energy_kj_mol": 328.8,
  "charge": 0,
  "lumo_ha": 0.021,
  "spin_multiplicity": 1,
  "species": ["H", "N", "C", "N", "O", "C", "N", "H", "N", "N", "H", "H", "H", "H", "H"],
  "positions_angstrom": [[3.5393, -0.8223, 0.2390], [2.6478, -0.9054, -0.1126], [2.0218, 0.1578, 0.1787], [0.6850, 0.4355, -0.1208], [0.3660, 1.7385, 0.0798], [-0.4253, -0.3998, -0.0778], [-0.4046, -1.6635, 0.0365], [-1.3834, -2.0179, -0.0474], [-1.5786, 0.3662, -0.2336], [-2.7191, -0.2407, 0.1618], [2.4274, 1.1423, 0.6276], [0.3231, 1.9602, -0.8223], [-1.3368, 1.2596, 0.1386], [-3.4417, -0.1418, -0.5406], [-3.0496, 0.2199, 1.0424]],
  "forces_ev_per_angstrom": [[2.70, 0.10, 0.83], [-3.12, 0.58, -0.41], [0.60, 1.11, 0.20], [1.10, -2.49, 0.41], [0.57, 1.24, 1.18], [-0.88, -1.94, -0.08], [-0.07, 0.14, -0.25], [0.99, 0.50, 0.28], [1.80, 0.60, -0.96], [-2.39, 0.04, 1.83], [-0.16, -1.66, -0.47], [-0.27, 1.85, -1.74], [-1.01, 0.75, 0.19], [0.03, 0.09, 0.04], [0.12, -0.90, -1.03]],
  "nbo_charge": [0.339, -0.614, 0.261, -0.198, -0.532, 0.523, -0.708, 0.363, -0.497, -0.653, 0.157, 0.481, 0.373, 0.357, 0.348]
}

***

No. 4
{
  "formula": "CH4Cl2OSi",
  "method": "ωB97M-V/def2-TZVPD",
  "energy_ev": -36074.1302,
  "orbital_gap_ev": 10.5,
  "relative_energy_kj_mol": 216.1,
  "charge": 0,
  "lumo_ha": 0.016,
  "spin_multiplicity": 1,
  "species": ["C", "O", "Si", "Cl", "Cl", "H", "H", "H", "H"],
  "positions_angstrom": [[-0.4043, 1.1790, 0.9350], [-0.2736, -0.1878, 0.5611], [0.4462, -1.0708, -0.5418], [1.8222, -0.2240, -1.6630], [-1.1380, -1.7145, -2.3918], [0.0505, 1.3237, 1.9043], [-1.3974, 1.5236, 0.8984], [0.2781, 1.6687, 0.3337], [0.6163, -2.4980, -0.0358]],
  "forces_ev_per_angstrom": [[1.40, -1.33, 0.73], [-0.40, -0.40, 0.49], [-3.05, -2.67, -1.59], [0.97, 0.55, -0.25], [1.61, 0.84, 2.13], [-0.42, -0.30, 0.68], [-1.14, 0.27, -0.23], [0.78, 1.79, -1.68], [0.25, 1.25, -0.27]],
  "nbo_charge": [-0.218, -0.920, 1.620, -0.336, -0.566, 0.187, 0.201, 0.181, -0.148]
}

***

No. 5
{
  "formula": "C6H9N3",
  "method": "ωB97M-V/def2-TZVPD",
  "energy_ev": -10830.4758,
  "orbital_gap_ev": 8.8,
  "relative_energy_kj_mol": 690.0,
  "charge": 0,
  "lumo_ha": 0.031,
  "spin_multiplicity": 1,
  "species": ["H", "N", "C", "C", "C", "C", "C", "C", "N", "N", "H", "H", "H", "H", "H", "H", "H", "H"],
  "positions_angstrom": [[2.9953, -0.9704, 0.8855], [2.6881, -0.0611, 0.5765], [1.5440, -0.0573, -0.0397], [0.8687, 1.2065, -0.7516], [-0.5090, 1.2538, -0.7835], [-1.1575, 0.2632, 0.1057], [-1.2351, 0.7133, 1.4320], [-2.0275, -0.9071, -0.2765], [-0.6376, -0.8731, -0.6058], [0.6353, -1.3967, -0.0451], [1.6816, 1.8772, -1.2879], [-1.1490, 1.9881, -1.3958], [-0.2009, 1.2146, 1.5484], [-1.5712, 0.0263, 1.9877], [-1.7932, 1.6032, 1.6523], [-1.9894, -1.4701, 0.7242], [-2.9613, -0.8159, -1.0528], [1.2845, -1.9712, -0.6593]],
  "forces_ev_per_angstrom": [[-0.30, -0.48, 0.26], [-2.40, 0.95, -2.22], [-0.34, -0.30, 1.06], [1.08, -0.74, 0.03], [0.67, 2.23, -1.71], [-0.89, 0.50, -4.85], [5.28, 6.02, -0.69], [-0.98, -0.67, 0.89], [2.45, -1.09, -1.08], [1.40, 2.07, 0.12], [-2.24, -1.33, 1.16], [1.41, -0.86, 0.90], [-1.06, -1.45, 1.32], [-1.64, -5.06, 5.24], [-1.11, 0.43, -0.87], [-1.94, 0.35, -1.48], [2.68, -0.99, 1.79], [-2.09, 0.43, 0.12]],
  "nbo_charge": [0.348, -0.668, 0.412, -0.322, -0.093, -0.016, -0.622, -0.216, -0.269, -0.514, 0.256, 0.222, 0.231, 0.205, 0.234, 0.203, 0.228, 0.380]
}

***

No. 6
{
  "formula": "C4H7NO",
  "method": "ωB97M-V/def2-TZVPD",
  "energy_ev": -7794.8634,
  "orbital_gap_ev": [7.8, 7.8],
  "relative_energy_kj_mol": 461.3,
  "charge": 0,
  "lumo_ha": [-0.014, -0.014],
  "spin_multiplicity": 1,
  "species": ["C", "C", "C", "C", "N", "O", "H", "H", "H", "H", "H", "H", "H"],
  "positions_angstrom": [[0.1966, 0.9772, -0.7470], [-1.2327, -0.2451, 1.2942], [0.2102, 0.0009, 0.8458], [0.8291, -0.0544, -1.4226], [1.5367, -0.6102, -2.2065], [1.0720, 0.4049, 1.6493], [1.6507, -1.6191, -2.2276], [0.7920, 1.8767, -0.6013], [-0.8295, 1.1650, -1.0539], [0.4994, -1.0119, 0.2254], [-1.6699, 0.7156, 1.5761], [-1.2264, -0.8975, 2.1671], [-1.8283, -0.7020, 0.5009]],
  "forces_ev_per_angstrom": [[-0.36, -0.36, -0.16], [-0.19, 0.83, -0.54], [1.20, -2.27, 0.37], [0.11, 2.58, -0.44], [-0.84, -1.12, 0.28], [-0.43, 0.29, -0.59], [0.53, 0.06, 0.09], [0.06, -0.25, 0.16], [0.10, -0.09, -0.10], [-0.28, 0.38, 0.93], [-0.12, -0.10, 0.08], [0.20, 0.02, -0.11], [0.01, 0.03, 0.03]],
  "nbo_charge": [-0.701, -0.653, 0.347, 0.631, -0.571, -0.689, 0.423, 0.293, 0.266, 0.008, 0.212, 0.235, 0.198]
}